(1)
One molecule with the formula C3H6N4S. Source: the Open Molecules 2025 dataset; level of theory: the ωB97M-V functional and the def2-TZVPD basis.

Last column: Mulliken charge in e.
Cartesian coordinates (Å):
H -2.95861 -1.61928 -0.60464  0.2274
N -2.30149 -1.31107 0.15172  -0.7252
C -1.32743 -0.62060 -0.28576  0.5902
C -1.04771 -0.07449 -1.64951  -0.3957
N 0.26683 0.57484 -1.47878  -0.2135
C 0.68603 0.44544 -0.17275  0.0225
S 2.11820 0.92839 0.46910  -0.3280
N -0.28656 -0.26964 0.53213  0.3116
N -0.22041 -0.47710 1.92764  -0.8421
H -0.95266 -0.97786 -2.34035  0.2401
H -1.77853 0.55956 -2.16451  0.2881
H 1.05201 0.58922 -2.25225  0.3072
H -1.04409 -0.05418 2.40063  0.2570
H -0.28330 -1.47309 2.17466  0.2604

The HOMO-LUMO gap is 8.964 eV. The lowest unoccupied orbital energy is 0.60 eV. The multiplicity is 1. The HOMO energy comes out at -8.37 eV. The value obtained for the energy above the lowest of the compared OMol25 structures with the same formula, charge and spin is 31.78 kcal per mole. For the largest force on an atom, the calculation gives 3.37 eV/A. The total energy is -735.09515 hartree.


(2)
One molecule with the formula C5H11NOS. Source: the Open Molecules 2025 dataset; level of theory: the ωB97M-V functional and the def2-TZVPD basis.

Last column: Mulliken charge in e.
Cartesian coordinates (Å):
C 1.47664 -1.11138 -1.06371  -0.9588
C 0.85175 0.26059 -1.03730  -0.3286
N -0.21603 0.16375 -0.03422  0.3198
O -1.04934 -0.79783 -0.55515  -0.2799
C -1.73566 -1.81319 0.38937  -0.5230
C -0.67723 1.23435 0.70203  0.2936
C 0.37864 2.18792 1.04791  -1.2923
S -2.23911 1.62046 1.34103  -0.2894
H 0.86255 -1.89263 -1.68101  0.2179
H 1.62896 -1.62553 0.01739  0.1947
H 2.46752 -0.98221 -1.53720  0.3991
H 0.37887 0.58087 -2.02568  0.2395
H 1.59680 1.04942 -0.61649  0.3260
H -2.74864 -1.41657 1.04134  0.2402
H -2.07721 -2.64214 -0.58357  0.2142
H -0.85161 -2.31181 1.21512  0.2321
H 1.40623 1.82441 1.30875  0.3349
H 0.48201 2.96904 0.13861  0.2765
H 0.06485 2.70247 1.93279  0.3836

The HOMO-LUMO gap is 8.630 eV. The lowest unoccupied orbital energy is 0.47 eV. The multiplicity is 1. The HOMO energy comes out at -8.16 eV. The value obtained for the energy above the lowest of the compared OMol25 structures with the same formula, charge and spin is 138.23 kcal per mole. For the largest force on an atom, the calculation gives 4.42 eV/A. The total energy is -725.10459 hartree.


(3)
C54H49CoN2O2P2S2 as an isolated structure. Source: the Open Molecules 2025 dataset; level of theory: the ωB97M-V functional and the def2-TZVPD basis.

Last column: Mulliken spin population.
Cartesian coordinates (Å):
Co 0.35242 -0.50437 -0.17246  2.6550
O -0.21390 2.53518 1.15401  0.0078
S -0.79494 1.23201 0.70643  -0.0561
C -1.45811 0.41475 2.17481  0.0198
C -2.77660 0.63702 2.48633  -0.0007
C -3.41212 0.12311 3.63244  0.0007
C -2.67006 -0.63287 4.48150  -0.0013
C -3.05217 -1.30154 5.77746  0.0001
C -1.75999 -2.01047 6.25025  0.0004
C -0.72459 -1.64937 5.21452  -0.0005
C 0.59942 -1.95719 5.15454  0.0000
C 1.30911 -1.53276 4.01877  -0.0065
C 0.75429 -0.83104 2.96917  -0.0056
P 1.87969 -0.54387 1.55562  -0.0013
C 3.10208 0.58507 2.28303  0.0031
C 4.34452 0.13660 2.71635  0.0053
C 5.21750 1.01311 3.34946  -0.0001
C 4.85354 2.33453 3.54907  0.0022
C 3.60874 2.78191 3.12183  -0.0008
C 2.73322 1.91302 2.49258  -0.0024
C 2.75116 -2.09937 1.20406  -0.0248
C 2.25616 -3.34815 1.56410  0.0062
C 2.87571 -4.50091 1.10124  -0.0049
C 3.98126 -4.41519 0.26925  0.0084
C 4.47087 -3.17138 -0.10670  -0.0099
C 3.85563 -2.01714 0.35062  0.0004
C -0.62558 -0.41087 3.04185  0.0287
C -1.30766 -0.87344 4.18789  -0.0011
C -2.22660 1.62441 -0.28640  0.0354
C -2.93678 2.69634 0.20817  0.0041
C -4.20436 3.07012 -0.27452  -0.0017
C -4.75413 2.30459 -1.25855  0.0010
C -6.10256 2.39163 -1.92967  0.0003
C -6.04685 1.34404 -3.07036  0.0001
C -4.67422 0.72637 -2.95634  -0.0005
C -4.03377 -0.16140 -3.76589  0.0007
C -2.68155 -0.44045 -3.48974  -0.0092
C -2.00007 0.04911 -2.39720  -0.0119
P -0.18620 -0.13437 -2.37846  0.0475
C 0.26691 1.21177 -3.50811  -0.0135
C 0.31990 2.49974 -2.98256  -0.0069
C 0.57758 3.58107 -3.80797  -0.0017
C 0.78795 3.38131 -5.16635  0.0021
C 0.72299 2.10143 -5.69663  0.0001
C 0.45823 1.01622 -4.87112  0.0062
C 0.30042 -1.67907 -3.19514  -0.0243
C 1.62128 -1.75307 -3.64330  0.0073
C 2.12203 -2.94532 -4.14137  -0.0073
C 1.31265 -4.07266 -4.18725  0.0078
C 0.00937 -4.00961 -3.71742  -0.0044
C -0.49481 -2.81949 -3.21251  0.0036
C -2.67630 0.92332 -1.47203  0.0061
C -3.98614 1.27865 -1.85413  0.0028
H -3.38594 1.21931 1.81457  -0.0005
H -4.45743 0.33784 3.80928  -0.0002
H -3.86971 -2.00629 5.62289  0.0000
H -3.40121 -0.56359 6.50056  0.0000
H -1.88932 -3.09310 6.28643  0.0000
H -1.45450 -1.69305 7.24724  0.0000
H 1.09934 -2.51784 5.93314  -0.0006
H 2.35887 -1.79746 3.95365  0.0008
H 4.64238 -0.89143 2.56057  0.0003
H 6.18117 0.65705 3.68864  0.0003
H 5.53538 3.01453 4.04258  0.0001
H 3.31748 3.81177 3.28543  -0.0001
H 1.75813 2.26160 2.17924  -0.0123
H 1.38086 -3.42604 2.19223  0.0057
H 2.48675 -5.46862 1.38917  -0.0002
H 4.45734 -5.31656 -0.09364  0.0005
H 5.32881 -3.09846 -0.76155  -0.0003
H 4.23101 -1.04874 0.04000  0.0061
H -2.50216 3.24674 1.03407  0.0013
H -4.72188 3.91553 0.15857  0.0001
H -6.28805 3.39735 -2.30676  0.0002
H -6.89514 2.17033 -1.21365  0.0001
H -6.17544 1.80865 -4.04814  0.0000
H -6.82838 0.59052 -2.97245  -0.0001
H -4.50918 -0.59253 -4.63689  -0.0003
H -2.13868 -1.04798 -4.20332  0.0000
H 0.15978 2.65940 -1.92377  -0.0101
H 0.62009 4.57951 -3.39150  0.0000
H 0.99878 4.22319 -5.81217  0.0001
H 0.87481 1.94470 -6.75598  0.0001
H 0.40793 0.02148 -5.29464  0.0008
H 2.26154 -0.87858 -3.59716  0.0021
H 3.14539 -2.99482 -4.48781  -0.0002
H 1.70026 -5.00107 -4.58478  0.0005
H -0.61769 -4.89112 -3.73631  -0.0002
H -1.49900 -2.78642 -2.81476  0.0025
C -1.38245 -3.66898 1.59995  0.0110
C -1.81723 -2.51834 0.70541  -0.0110
C -2.78189 -2.98414 -0.37152  0.0168
O -0.67438 -1.93621 0.12122  0.2552
H -2.24555 -4.23845 1.94979  0.0011
H -0.84024 -3.30124 2.47379  -0.0048
H -0.72547 -4.33767 1.03975  0.0006
H -2.34364 -1.78456 1.32967  0.0010
H -2.34712 -3.80331 -0.94829  0.0016
H -3.02929 -2.16706 -1.05155  -0.0056
H -3.70664 -3.34202 0.08472  0.0003
S 2.97471 1.15592 -1.15282  0.0647
C 3.06207 2.80684 -0.86283  -0.0005
N 4.00188 3.62607 -1.35783  0.0036
C 3.86351 5.00361 -0.90843  0.0004
C 2.57937 4.93899 -0.04653  -0.0001
N 2.22198 3.52832 -0.10957  -0.0001
H 4.75058 3.27386 -1.92657  -0.0001
H 3.75494 5.68340 -1.75295  0.0001
H 4.72986 5.31325 -0.32383  0.0000
H 1.78207 5.56194 -0.45305  0.0000
H 2.76442 5.24877 0.98192  0.0000
H 1.45156 3.10415 0.40340  0.0038

The HOMO-LUMO gap (spin up / spin down) is 7.515 / 8.000 eV. The lowest unoccupied orbital energy (spin up / spin down) is -2.34 / -2.34 eV. The multiplicity is 4. The HOMO energy (spin up / spin down) comes out at -9.86 / -10.34 eV. The value obtained for the energy above the lowest of the compared OMol25 structures with the same formula, charge and spin is 2.01 kcal per mole. The expectation value of S² is 3.774. For the largest force on an atom, the calculation gives 0.85 eV/A. The total energy is -5208.86657 hartree. As for the charge: +1.


(4)
One molecule with the formula C3H5N5. Source: the Open Molecules 2025 dataset; level of theory: the ωB97M-V functional and the def2-TZVPD basis.

Last column: Mulliken charge in e.
Cartesian coordinates (Å):
H 0.42637 0.01880 -3.18886  0.2750
N 1.24792 -0.27794 -2.67896  -0.6641
C 1.05768 -0.34435 -1.38155  0.5302
N 2.04137 -0.77239 -0.51199  -0.1639
N 1.69870 -1.00495 0.58737  -0.4163
N 0.38979 -0.69447 0.96448  0.0668
C -0.42730 0.06982 0.25654  0.7979
C -1.46849 0.66555 1.07902  -1.1744
N -0.11354 0.31560 -0.96506  -0.5247
H 0.44839 -0.54832 2.03675  0.3216
H -1.21783 1.64359 1.65500  0.2493
H -1.87328 -0.12351 1.73068  0.3443
H -2.20981 1.05257 0.41660  0.3583

The HOMO-LUMO gap is 9.619 eV. The lowest unoccupied orbital energy is 0.29 eV. The multiplicity is 1. The HOMO energy comes out at -9.33 eV. The value obtained for the energy above the lowest of the compared OMol25 structures with the same formula, charge and spin is 75.52 kcal per mole. For the largest force on an atom, the calculation gives 6.97 eV/A. The total energy is -390.99806 hartree.


(5)
One molecule with the formula C3H4OS. Source: the Open Molecules 2025 dataset; level of theory: the ωB97M-V functional and the def2-TZVPD basis.

Last column: Mulliken charge in e.
Cartesian coordinates (Å):
C 0.99716 0.09861 0.36093  -0.8796
C -0.19441 0.25028 -0.50999  0.0031
S -1.56983 1.36164 -0.00626  -0.1360
C -1.41328 -0.39080 -0.02352  0.3097
O -1.98222 -1.40668 0.27332  -0.4776
H 1.43789 -0.78908 -0.16739  0.2562
H 0.63891 -0.12495 1.40693  0.2850
H 1.96162 0.81649 0.24235  0.2824
H 0.12416 0.18449 -1.57637  0.3570

The HOMO-LUMO gap is 10.321 eV. The lowest unoccupied orbital energy is 0.54 eV. The multiplicity is 1. The HOMO energy comes out at -9.78 eV. The value obtained for the energy above the lowest of the compared OMol25 structures with the same formula, charge and spin is 27.46 kcal per mole. For the largest force on an atom, the calculation gives 3.06 eV/A. The total energy is -590.08089 hartree.


Copy entry 5 word for word.
One molecule with the formula C3H4OS. Source: the Open Molecules 2025 dataset; level of theory: the ωB97M-V functional and the def2-TZVPD basis.

Last column: Mulliken charge in e.
Cartesian coordinates (Å):
C 0.99716 0.09861 0.36093  -0.8796
C -0.19441 0.25028 -0.50999  0.0031
S -1.56983 1.36164 -0.00626  -0.1360
C -1.41328 -0.39080 -0.02352  0.3097
O -1.98222 -1.40668 0.27332  -0.4776
H 1.43789 -0.78908 -0.16739  0.2562
H 0.63891 -0.12495 1.40693  0.2850
H 1.96162 0.81649 0.24235  0.2824
H 0.12416 0.18449 -1.57637  0.3570

The HOMO-LUMO gap is 10.321 eV. The lowest unoccupied orbital energy is 0.54 eV. The multiplicity is 1. The HOMO energy comes out at -9.78 eV. The value obtained for the energy above the lowest of the compared OMol25 structures with the same formula, charge and spin is 27.46 kcal per mole. For the largest force on an atom, the calculation gives 3.06 eV/A. The total energy is -590.08089 hartree.


- The lowest energy above the lowest of the compared OMol25 structures with the same formula, charge and spin belongs to which entry?
  C54H49CoN2O2P2S2


What did the fourth record say?
One molecule with the formula C3H5N5. Source: the Open Molecules 2025 dataset; level of theory: the ωB97M-V functional and the def2-TZVPD basis.

Last column: Mulliken charge in e.
Cartesian coordinates (Å):
H 0.42637 0.01880 -3.18886  0.2750
N 1.24792 -0.27794 -2.67896  -0.6641
C 1.05768 -0.34435 -1.38155  0.5302
N 2.04137 -0.77239 -0.51199  -0.1639
N 1.69870 -1.00495 0.58737  -0.4163
N 0.38979 -0.69447 0.96448  0.0668
C -0.42730 0.06982 0.25654  0.7979
C -1.46849 0.66555 1.07902  -1.1744
N -0.11354 0.31560 -0.96506  -0.5247
H 0.44839 -0.54832 2.03675  0.3216
H -1.21783 1.64359 1.65500  0.2493
H -1.87328 -0.12351 1.73068  0.3443
H -2.20981 1.05257 0.41660  0.3583

The HOMO-LUMO gap is 9.619 eV. The lowest unoccupied orbital energy is 0.29 eV. The multiplicity is 1. The HOMO energy comes out at -9.33 eV. The value obtained for the energy above the lowest of the compared OMol25 structures with the same formula, charge and spin is 75.52 kcal per mole. For the largest force on an atom, the calculation gives 6.97 eV/A. The total energy is -390.99806 hartree.


Please write out number 5 again, unchanged.
One molecule with the formula C3H4OS. Source: the Open Molecules 2025 dataset; level of theory: the ωB97M-V functional and the def2-TZVPD basis.

Last column: Mulliken charge in e.
Cartesian coordinates (Å):
C 0.99716 0.09861 0.36093  -0.8796
C -0.19441 0.25028 -0.50999  0.0031
S -1.56983 1.36164 -0.00626  -0.1360
C -1.41328 -0.39080 -0.02352  0.3097
O -1.98222 -1.40668 0.27332  -0.4776
H 1.43789 -0.78908 -0.16739  0.2562
H 0.63891 -0.12495 1.40693  0.2850
H 1.96162 0.81649 0.24235  0.2824
H 0.12416 0.18449 -1.57637  0.3570

The HOMO-LUMO gap is 10.321 eV. The lowest unoccupied orbital energy is 0.54 eV. The multiplicity is 1. The HOMO energy comes out at -9.78 eV. The value obtained for the energy above the lowest of the compared OMol25 structures with the same formula, charge and spin is 27.46 kcal per mole. For the largest force on an atom, the calculation gives 3.06 eV/A. The total energy is -590.08089 hartree.